one) Entry from OMol25: C3H14N2O2 as an isolated structure (the ωB97M-V functional and the def2-TZVPD basis).

The geometry in XYZ format:
```
21
Properties=species:S:1:pos:R:3
N -0.977 0.383 -0.236
C 0.313 0.659 0.284
C 1.004 1.910 -0.407
C 0.383 1.630 1.334
N -1.879 -1.852 2.041
H -0.781 -0.742 -0.870
H -1.864 -1.756 1.026
H 0.916 -0.243 0.394
H 2.047 2.145 -0.179
H 0.993 1.526 -1.459
H 0.365 2.792 -0.513
H -0.319 2.428 1.503
H 1.211 1.512 2.039
H -2.565 -2.575 2.243
H -2.175 -0.967 2.444
H -1.022 -2.253 -1.763
H -1.201 0.991 -1.017
O -0.289 -1.770 -1.377
H 1.109 -1.223 -1.746
H 2.660 -1.674 -1.861
O 2.070 -0.920 -1.881
```

## Properties
- Highest occupied orbital energy: -0.29831 Eh
- LUMO: -0.0410 Ha

These are the natural (NBO) partial charges, in e, on atoms 1 to 8:
1. N -0.946
2. C -0.045
3. C -0.676
4. C -0.018
5. N -1.086
6. H 0.456
7. H 0.382
8. H 0.274

two) Entry from OMol25: a 3-piece molecular cluster, C3H14N2O2 overall (the ωB97M-V functional and the def2-TZVPD basis).

The geometry in XYZ format:
```
21
Properties=species:S:1:pos:R:3
C -0.633 0.194 -2.937
N 0.274 0.726 -1.943
C -0.019 0.061 -0.608
C 0.375 0.816 0.711
N 0.683 -0.004 1.813
H -0.077 0.169 -3.880
H -1.057 -0.797 -2.692
H -1.484 0.877 -3.000
H 1.271 0.336 -2.145
H 0.282 -1.020 -0.540
H -1.052 -0.278 -0.487
H -0.608 1.328 1.072
H 1.053 1.669 0.578
H 0.879 -0.943 1.648
H 0.372 0.340 2.737
O 0.467 3.416 -0.973
H -0.195 4.203 -0.919
H -0.216 2.780 -1.278
O -0.766 -4.645 3.474
H -1.705 -4.881 3.428
H -0.107 -5.442 3.381
```

## Properties
- Highest occupied orbital energy: -0.30158 Eh
- LUMO: 0.0303 Ha
- Structure (SMILES): CNCCN.O.O

These are the natural (NBO) partial charges, in e, on atoms 1 to 8:
1. C -0.411
2. N -0.626
3. C -0.258
4. C -0.218
5. N -0.879
6. H 0.202
7. H 0.170
8. H 0.187

two) (2.378 eV below the next structure)

one) Entry from OMol25: an isolated ion of composition C6H14NS and charge +1 (the ωB97M-V functional and the def2-TZVPD basis).

The geometry in XYZ format:
```
22
Properties=species:S:1:pos:R:3
C -1.527 0.133 -0.167
C -0.893 -1.320 -0.314
C 0.924 1.642 -0.341
C -1.951 -2.284 0.277
C 0.988 1.374 1.017
C 2.109 2.142 -1.013
N 0.369 -1.410 0.299
S -0.402 1.114 -1.254
H -2.454 0.194 -0.640
H -1.429 0.627 0.862
H -0.723 -1.476 -1.345
H -2.159 -1.850 1.227
H -1.637 -3.375 0.484
H -2.971 -2.523 -0.295
H 1.974 1.821 1.235
H 0.954 0.254 1.132
H 0.125 1.764 1.606
H 2.017 2.011 -2.048
H 3.058 1.662 -0.734
H 2.158 3.211 -1.002
H 0.359 -1.888 1.199
H 1.110 -1.825 -0.185
```

## Properties
- Highest occupied orbital energy: -0.49750 Eh
- LUMO: -0.1867 Ha
- Total charge: +1

These are the natural (NBO) partial charges, in e, on atoms 1 to 8:
1. C -0.510
2. C -0.057
3. C 0.163
4. C -0.656
5. C -0.791
6. C -0.726
7. N -0.858
8. S 0.543

two) Entry from OMol25: a 2-piece molecular cluster, C6H14NS overall (the ωB97M-V functional and the def2-TZVPD basis).

The geometry in XYZ format:
```
22
Properties=species:S:1:pos:R:3
C -1.754 0.317 -1.648
C -0.509 0.603 -1.222
C -3.403 0.976 -3.263
N -2.187 1.079 -2.785
H -2.387 -0.507 -1.314
H 0.031 1.417 -1.775
H 0.004 0.220 -0.311
H -3.566 1.563 -4.224
H -4.159 0.277 -2.891
H -1.535 1.744 -3.202
C 2.326 0.428 2.906
C 2.172 -0.277 1.538
C 1.028 -1.256 1.583
S 0.796 -2.334 0.093
H 3.043 1.252 2.981
H 2.647 -0.332 3.637
H 1.313 0.873 3.136
H 1.993 0.403 0.737
H 3.119 -0.822 1.239
H 0.111 -0.695 1.788
H 1.185 -1.885 2.492
H -0.268 -3.044 0.506
```

## Properties
- Highest occupied orbital energy: -0.43656 Eh
- LUMO: -0.2028 Ha
- Total charge: +1

These are the natural (NBO) partial charges, in e, on atoms 1 to 8:
1. C -0.103
2. C -0.262
3. C 0.089
4. N -0.400
5. H 0.251
6. H 0.202
7. H 0.264
8. H 0.242

one) (0.267 eV below the next structure)

one) Entry from OMol25: a 2-piece molecular cluster, C6H18NO overall (the ωB97M-V functional and the def2-TZVPD basis).

The geometry in XYZ format:
```
26
Properties=species:S:1:pos:R:3
O -2.152 -4.894 0.562
C -1.675 -5.768 2.803
C -1.382 -5.833 1.314
H -3.098 -5.108 0.701
H -1.491 -4.749 3.182
H -1.024 -6.470 3.352
H -2.726 -6.034 3.003
H -0.327 -5.563 1.116
H -1.544 -6.860 0.934
C 0.233 -1.414 -0.575
C -1.568 -1.285 -2.207
C 0.661 -0.499 -2.789
C 0.243 -2.881 -2.516
N -0.108 -1.520 -2.022
H -0.021 -0.410 -0.194
H 1.312 -1.585 -0.421
H -0.329 -2.164 0.007
H -1.843 -0.280 -1.845
H -1.835 -1.360 -3.274
H -2.151 -2.033 -1.644
H 1.745 -0.660 -2.662
H 0.419 -0.565 -3.863
H 0.412 0.515 -2.434
H 1.322 -3.070 -2.385
H -0.318 -3.648 -1.957
H -0.003 -2.975 -3.587
```

## Properties
- Highest occupied orbital energy: -0.48084 Eh
- LUMO: -0.0993 Ha
- Total charge: +1

These are the natural (NBO) partial charges, in e, on atoms 1 to 8:
1. O -0.749
2. C -0.639
3. C -0.062
4. H 0.472
5. H 0.211
6. H 0.227
7. H 0.209
8. H 0.165

two) Entry from OMol25: C6H18NO as an isolated structure (the ωB97M-V functional and the def2-TZVPD basis).

The geometry in XYZ format:
```
26
Properties=species:S:1:pos:R:3
C 2.238 0.306 -0.199
C 0.876 1.097 -0.314
C -0.161 0.292 -1.090
C -1.458 1.087 -1.147
C -0.505 -1.087 -0.548
C -1.334 -1.847 -1.614
N 0.315 1.506 0.855
H 2.330 -0.507 0.508
H 2.236 -0.141 -1.228
H 3.193 1.050 -0.109
H 1.097 1.974 -1.018
H 0.227 0.067 -2.069
H -1.853 1.640 -0.205
H -1.508 1.803 -1.944
H -2.244 0.332 -1.403
H 0.307 -1.592 0.020
H -1.267 -0.827 0.196
H -0.719 -2.673 -2.022
H -2.222 -2.378 -1.198
H -1.809 -1.232 -2.429
H 0.681 -0.966 3.062
H -3.088 -1.039 6.591
H 0.707 2.359 1.351
H -2.640 -1.678 6.740
H 0.377 0.199 1.838
O 0.757 -0.753 2.101
```

## Properties
- Highest occupied orbital energy: -0.54287 Eh
- LUMO: -0.3313 Ha
- Total charge: +1

These are the natural (NBO) partial charges, in e, on atoms 1 to 8:
1. C -0.518
2. C -0.171
3. C -0.234
4. C -0.635
5. C -0.421
6. C -0.640
7. N -0.100
8. H 0.287

three) Entry from OMol25: a 3-piece molecular cluster, C6H18NO overall (the ωB97M-V functional and the def2-TZVPD basis).

The geometry in XYZ format:
```
26
Properties=species:S:1:pos:R:3
C 3.017 0.770 -0.742
C 1.649 0.595 -0.003
C 0.510 0.739 -1.043
C -0.898 0.359 -0.481
C -1.114 0.630 1.005
C -1.299 -1.047 -0.955
N 1.503 -0.750 0.431
H 2.823 0.194 -1.665
H 3.316 1.783 -0.984
H 3.811 0.241 -0.188
H 1.412 1.316 0.789
H 0.801 0.074 -1.863
H 0.564 1.754 -1.483
H -1.606 1.061 -0.957
H -0.529 -0.114 1.635
H -2.180 0.599 1.306
H -0.643 1.575 1.356
H -0.759 -1.876 -0.306
H -2.375 -1.284 -0.753
H -1.094 -1.147 -2.033
H 3.769 -2.173 2.895
H 2.357 -0.914 1.003
H 4.043 -2.586 2.330
H -5.730 0.607 -0.354
H -6.016 -0.494 0.702
O -5.333 0.088 0.355
```

## Properties
- Highest occupied orbital energy: -0.50898 Eh
- LUMO: -0.3366 Ha
- Total charge: +1

These are the natural (NBO) partial charges, in e, on atoms 1 to 8:
1. C -0.573
2. C -0.229
3. C -0.395
4. C -0.255
5. C -0.591
6. C -0.615
7. N 0.107
8. H 0.244

one) (6.094 eV below the next structure)